(1)
{
  "formula": "C12H33KNO12P",
  "method": "ωB97M-V/def2-TZVPD",
  "species": ["K", "P", "O", "O", "O", "O", "C", "C", "O", "O", "H", "H", "H", "H", "H", "H", "C", "C", "O", "O", "H", "H", "H", "H", "H", "H", "C", "C", "O", "O", "H", "H", "H", "H", "H", "H", "C", "O", "C", "C", "N", "C", "C", "O", "C", "H", "H", "H", "H", "H", "H", "H", "H", "H", "H", "H", "H", "H", "H", "H"],
  "coordinates": [[6.041, 27.565, 5.015], [8.971, 28.818, 5.485], [8.147, 29.334, 4.268], [10.479, 29.121, 5.271], [8.688, 27.285, 5.616], [8.564, 29.367, 6.887], [6.001, 26.763, 8.792], [7.304, 26.090, 8.534], [7.500, 25.636, 7.200], [5.579, 27.864, 7.983], [5.941, 27.149, 9.824], [5.212, 25.998, 8.801], [7.355, 25.190, 9.162], [8.236, 26.649, 8.696], [7.978, 26.316, 6.625], [6.399, 28.361, 7.759], [5.656, 31.922, 4.232], [4.481, 32.565, 4.951], [3.770, 33.387, 3.973], [6.087, 30.843, 5.006], [6.448, 32.686, 4.207], [5.563, 31.650, 3.176], [4.824, 33.251, 5.724], [3.800, 31.847, 5.408], [2.833, 33.262, 4.135], [6.877, 30.328, 4.659], [6.173, 28.614, 1.191], [7.034, 29.636, 0.463], [8.143, 29.049, -0.194], [6.801, 28.116, 2.325], [5.752, 27.854, 0.525], [5.280, 29.199, 1.487], [7.461, 30.329, 1.206], [6.505, 30.420, -0.111], [7.897, 28.175, -0.505], [7.492, 28.708, 2.760], [-0.831, 28.311, 7.220], [0.256, 27.978, 6.345], [1.231, 28.984, 6.389], [2.351, 28.766, 5.344], [3.281, 27.681, 5.641], [2.811, 26.311, 5.567], [3.325, 25.648, 4.251], [4.688, 25.232, 4.424], [5.244, 24.507, 3.363], [-0.435, 28.378, 8.237], [-1.529, 27.475, 7.212], [-1.282, 29.221, 6.822], [1.680, 29.083, 7.386], [0.853, 29.992, 6.141], [2.946, 29.677, 5.288], [1.832, 28.538, 4.409], [3.670, 27.815, 6.571], [1.760, 26.111, 5.797], [3.234, 25.675, 6.356], [3.274, 26.446, 3.502], [2.681, 24.836, 3.900], [6.224, 24.210, 3.744], [5.450, 25.125, 2.480], [4.761, 23.598, 2.982]],
  "atomic_forces_ev_per_a": [[1.13, 0.32, 0.08], [3.57, -0.30, 2.62], [-2.01, 0.81, -1.06], [-1.15, -0.29, -0.49], [-0.91, -1.25, -0.66], [-1.54, 0.49, -0.52], [-1.35, 0.71, 1.19], [2.20, -0.57, -1.82], [-1.48, -0.81, 0.39], [0.74, -0.46, -0.53], [0.54, -0.25, 0.17], [-0.08, 0.09, -0.61], [-0.20, 0.14, 0.28], [-0.59, 0.68, 0.74], [0.73, 0.89, -0.33], [0.10, 0.25, -0.16], [1.73, -0.28, 0.74], [-0.37, 0.58, -1.24], [-0.23, -0.18, 0.31], [-1.17, -0.14, 0.35], [0.07, 0.17, -0.03], [-1.02, 0.01, -0.06], [0.23, -0.22, 0.21], [0.12, -0.26, -0.13], [0.01, 0.08, -0.07], [0.95, -0.07, -0.10], [-0.38, 2.11, 0.60], [0.60, 0.72, 0.76], [0.05, 0.29, -0.57], [-0.16, -1.04, -0.47], [0.50, -0.46, -0.01], [-0.13, -0.04, 0.05], [0.15, -0.64, 0.35], [-0.39, -0.95, -0.78], [-0.10, -0.05, 0.09], [-0.06, -0.02, 0.63], [0.97, -0.76, -0.66], [-0.59, 0.11, 0.30], [1.30, 0.82, -0.60], [-0.57, -1.15, 0.81], [-0.22, -0.03, 0.85], [0.63, -1.70, -0.36], [-0.23, 0.80, 0.30], [-1.63, -0.25, 0.15], [1.48, 0.19, -0.45], [-0.23, 0.52, 0.07], [-0.10, 0.10, -0.21], [-0.27, 0.14, 0.53], [-0.05, -0.23, 0.12], [-0.61, -0.18, 0.11], [-0.12, 0.09, -0.24], [0.26, 0.26, -0.24], [0.28, 0.28, -0.10], [-0.35, 0.55, -0.81], [0.61, 0.53, 0.08], [0.12, -0.09, -0.32], [0.13, -0.30, 0.18], [-0.01, -0.08, -0.13], [-0.19, 0.25, 0.08], [-0.70, 0.08, 0.60]],
  "multiplicity": 1,
  "homo_lumo_gap_ev": 2.6,
  "e_homo_ev": 0.953,
  "total_charge": -2,
  "e_lumo_ev": 3.544
}

(2)
{
  "formula": "C8H14NO3P",
  "method": "ωB97M-V/def2-TZVPD",
  "species": ["C", "C", "C", "C", "C", "C", "C", "C", "N", "O", "O", "O", "P", "H", "H", "H", "H", "H", "H", "H", "H", "H", "H", "H", "H", "H", "H"],
  "coordinates": [[3.113, -2.001, 1.138], [-1.708, -0.973, 0.266], [-0.572, -0.310, 0.244], [2.240, -2.751, 0.047], [2.561, -1.486, -0.832], [-2.559, -1.157, 1.525], [0.074, 3.800, -0.670], [0.443, 2.723, -1.676], [3.099, -0.844, 0.317], [3.632, -2.139, 2.219], [-0.702, -0.025, -2.403], [0.841, 1.492, -1.048], [0.257, 0.040, -1.279], [-2.273, -1.238, -0.633], [-0.049, -0.084, 1.167], [2.593, -3.654, -0.413], [1.152, -2.772, 0.314], [2.942, -1.643, -1.844], [-3.648, -0.906, 1.481], [-2.094, -0.658, 2.358], [-2.412, -2.205, 1.691], [-0.628, 3.451, -0.025], [0.772, 4.340, 0.037], [-0.394, 4.532, -1.155], [1.243, 3.199, -2.316], [-0.442, 2.442, -2.249], [3.702, -0.078, 0.495]],
  "atomic_forces_ev_per_a": [[-0.25, 0.85, -0.26], [-2.77, 0.97, 0.40], [0.97, -0.46, 0.47], [-0.49, 1.74, -0.09], [-2.89, 0.45, 0.67], [0.65, -0.16, -0.64], [3.02, -1.28, 1.56], [0.53, 0.69, -0.09], [0.43, -1.93, 0.17], [-0.75, -0.36, -1.19], [0.27, -0.32, -0.42], [1.43, 0.94, 0.53], [1.11, -1.26, -0.32], [0.71, 0.01, -0.12], [-0.12, 0.29, 0.11], [0.13, -0.61, 0.26], [1.00, -0.26, -0.09], [0.40, 0.69, 0.51], [1.07, -0.21, -0.39], [0.05, 0.35, 0.38], [-0.61, -0.93, 0.60], [-2.29, -1.41, 1.96], [0.28, -1.08, -1.22], [-1.84, 3.15, -2.38], [-0.58, -1.32, 0.33], [0.13, 0.52, -0.33], [0.41, 0.95, -0.42]],
  "multiplicity": 1,
  "homo_lumo_gap_ev": [7.6, 7.8],
  "e_homo_ev": [-7.765, -7.723],
  "total_charge": 0,
  "e_lumo_ev": [-0.124, 0.037]
}

(3)
{
  "formula": "C5H5ClOS",
  "method": "ωB97M-V/def2-TZVPD",
  "species": ["C", "C", "C", "C", "C", "H", "H", "H", "H", "H", "O", "S", "Cl"],
  "coordinates": [[0.070, -0.875, 1.479], [1.354, 0.428, -0.099], [0.102, 1.072, -0.670], [-0.850, 0.130, -1.164], [-1.655, -0.661, -1.590], [-0.665, -0.103, 1.653], [-0.285, -1.685, 0.831], [0.292, -1.282, 2.461], [0.413, 1.656, -1.549], [-2.285, -1.376, -2.086], [1.308, -0.348, 0.955], [2.807, 0.787, -0.724], [-0.606, 2.256, 0.503]],
  "atomic_forces_ev_per_a": [[0.11, -0.41, 0.15], [0.74, 0.65, -0.10], [0.49, 0.69, -0.47], [-1.64, -1.33, -0.28], [0.62, 0.31, -0.15], [-0.23, 0.18, -0.39], [-0.04, 0.39, 0.13], [0.37, -0.08, -0.06], [0.10, -0.02, 0.60], [0.11, 0.29, 0.32], [-0.68, -0.56, 0.65], [-0.01, 0.06, -0.28], [0.07, -0.17, -0.12]],
  "multiplicity": 1,
  "homo_lumo_gap_ev": 8.7,
  "e_homo_ev": -8.920,
  "total_charge": 0,
  "e_lumo_ev": -0.194
}

(4)
{
  "formula": "C11H15NS2",
  "method": "ωB97M-V/def2-TZVPD",
  "species": ["C", "C", "C", "C", "C", "C", "C", "C", "C", "C", "C", "H", "H", "H", "H", "H", "H", "H", "H", "H", "H", "H", "H", "H", "H", "H", "N", "S", "S"],
  "coordinates": [[-0.309, -2.223, -0.352], [0.563, -1.381, 0.498], [1.520, -1.894, 1.307], [2.344, -1.175, 2.137], [2.278, 0.217, 2.112], [1.311, 0.771, 1.260], [0.490, 0.036, 0.413], [-0.525, 0.689, -0.428], [-1.195, 1.856, 0.363], [-2.138, 2.674, -2.085], [0.181, 1.178, -1.734], [-1.076, -3.538, 1.056], [-0.737, -4.328, -0.341], [0.153, -2.305, -1.346], [-1.301, -1.800, -0.334], [1.637, -2.981, 1.425], [2.946, -1.745, 2.803], [3.096, 0.859, 2.407], [1.345, 1.832, 1.197], [-1.378, 0.100, -0.711], [-2.171, 1.709, 0.703], [-0.620, 2.098, 1.278], [-2.623, 3.335, -2.954], [-2.962, 2.125, -1.600], [0.874, 0.468, -2.184], [0.873, 1.999, -1.484], [-0.401, -3.589, 0.276], [-1.220, 3.374, -0.687], [-0.956, 1.640, -2.993]],
  "atomic_forces_ev_per_a": [[-0.04, -2.12, 0.85], [0.21, 2.24, -0.76], [0.57, -2.40, 1.39], [-0.25, 1.27, 0.02], [-0.12, -0.66, -1.58], [1.13, -0.27, -0.07], [-0.20, -1.82, 1.69], [-0.11, 1.57, -0.43], [2.12, 1.42, -1.04], [-0.75, 0.35, -1.03], [0.60, 0.37, 1.12], [0.59, -0.08, -0.57], [0.07, 0.57, -0.05], [-0.58, 0.00, 0.05], [-0.27, 0.31, -0.78], [-0.39, 0.47, -0.44], [0.83, -0.05, 0.35], [-0.27, 0.01, 0.91], [-0.23, 0.81, -0.19], [0.09, -0.90, -0.26], [-1.67, -0.78, 0.21], [-0.26, 0.18, -0.74], [1.24, -0.80, 2.46], [0.23, -0.09, -0.57], [-0.40, -0.62, 0.08], [-0.48, -0.06, 0.04], [-0.46, 0.20, 0.03], [-0.59, 1.16, 0.59], [-0.63, -0.24, -1.28]],
  "multiplicity": 1,
  "homo_lumo_gap_ev": 9.2,
  "e_homo_ev": -8.452,
  "total_charge": 0,
  "e_lumo_ev": 0.702
}

(5)
{
  "formula": "C4H6NO",
  "method": "ωB97M-V/def2-TZVPD",
  "species": ["C", "C", "C", "C", "N", "O", "H", "H", "H", "H", "H", "H"],
  "coordinates": [[-1.008, 0.114, 0.677], [0.190, 0.056, -0.088], [-0.109, -0.018, -1.395], [1.571, -0.098, 0.552], [-1.999, 0.178, -0.143], [-3.226, 0.301, 0.274], [-1.007, -0.037, 1.802], [0.780, -0.221, -2.181], [-1.066, 0.070, -1.870], [2.472, 0.237, -0.002], [1.782, -1.062, 0.879], [1.620, 0.480, 1.495]],
  "atomic_forces_ev_per_a": [[0.04, -0.16, 2.46], [0.94, -0.81, -1.28], [5.37, -0.56, -3.83], [-0.21, 2.35, -0.04], [-4.00, 0.71, 2.06], [0.58, -0.30, 0.14], [-0.45, 0.47, -1.19], [-1.53, 0.60, 1.75], [0.26, -0.09, 0.20], [-0.84, -0.11, -0.29], [0.10, -2.14, 0.35], [-0.27, 0.04, -0.32]],
  "multiplicity": 1,
  "homo_lumo_gap_ev": [6.3, 6.3],
  "e_homo_ev": [-2.189, -2.190],
  "total_charge": -1,
  "e_lumo_ev": [4.070, 4.070]
}

(6)
{
  "formula": "C6H12",
  "method": "ωB97M-V/def2-TZVPD",
  "species": ["C", "C", "C", "C", "C", "C", "H", "H", "H", "H", "H", "H", "H", "H", "H", "H", "H", "H"],
  "coordinates": [[2.078, -0.771, -0.518], [1.531, 0.603, -0.866], [-0.273, 1.341, 0.300], [-1.242, 0.282, -0.032], [-2.269, 0.061, 1.077], [-1.246, -0.980, 0.803], [1.268, -1.504, -0.434], [2.625, -0.757, 0.431], [2.766, -1.119, -1.297], [2.309, 1.368, -0.968], [0.916, 0.593, -1.766], [-0.348, 2.173, -0.417], [0.985, 0.974, 0.164], [-1.652, 0.174, -1.040], [-2.155, 0.663, 1.972], [-3.294, -0.115, 0.761], [-1.562, -1.897, 0.311], [-0.437, -1.091, 1.518]],
  "atomic_forces_ev_per_a": [[-0.03, -0.05, 0.06], [-0.02, -0.01, -0.23], [-0.16, -0.05, -0.22], [0.11, 0.08, -0.13], [-0.17, 0.03, 0.13], [0.07, -0.15, 0.06], [0.13, 0.12, -0.02], [-0.08, 0.00, -0.15], [-0.11, 0.06, 0.11], [-0.16, -0.10, 0.07], [0.06, 0.02, 0.19], [0.05, -0.12, 0.11], [0.09, -0.02, 0.05], [0.10, 0.03, 0.16], [0.00, -0.09, -0.17], [0.19, 0.03, 0.03], [0.05, 0.16, 0.08], [-0.13, 0.04, -0.12]],
  "multiplicity": 1,
  "homo_lumo_gap_ev": 9.0,
  "e_homo_ev": -7.890,
  "total_charge": 0,
  "e_lumo_ev": 1.081
}

In the order shown, the computed relative energy (zero: lowest compared OMol25 entry of this formula, charge and spin) values come out to 20.2; 68.4; 53.0; 24.5; 22.0; 117.2 kcal/mol.
In the order shown, the computed electronic energy values come out to -2375.97213; -934.94900; -1127.03696; -1279.23066; -285.89066; -235.63138 a.u..